Record 1
ORCA calculation (wB97M-V/def2-TZVPD) on a structure of composition C4H6N2O at a distorted geometry.

Geometry as XYZ:
```
13
Properties=species:S:1:pos:R:3:lowdin_charge:R:1
C -0.354 1.207 -0.811 -0.1215
C 0.178 -0.655 -0.237 -0.3641
C -0.007 -1.503 0.963 -0.1042
C -0.146 0.565 0.588 -0.2931
H -1.151 2.008 -0.975 0.1208
H 0.603 1.670 -1.185 0.1177
H 0.051 -0.401 -2.327 0.1740
H 1.237 -0.623 -0.414 0.1543
H -0.161 -2.479 1.135 0.0910
H -1.203 0.739 1.147 0.1968
N -0.514 -0.219 -1.361 -0.0074
N 0.498 -0.872 1.890 0.0849
O 0.969 0.562 1.587 -0.0492
```

Output
Calculated total energy ... -340.5244 a.u.
Multiplicity ... 1
E_HOMO ... -9.37 eV
Relative energy (zero: lowest compared OMol25 entry of this formula, charge and spin) ... 169.7 kcal per mole

---

Record 2
ORCA calculation (wB97M-V/def2-TZVPD) on a cluster of 2 separate species, C4H6N2O in total.

Geometry as XYZ:
```
13
Properties=species:S:1:pos:R:3:lowdin_charge:R:1
N 1.297 -0.953 1.973 0.1840
C 0.383 -0.633 1.151 -0.2959
C 0.637 0.439 0.084 -0.4039
O 1.640 1.076 -0.131 0.0717
N -0.561 0.523 -0.609 0.0894
C -1.492 -0.376 -0.093 -0.0833
C -1.001 -1.080 0.941 -0.0377
H 1.520 1.824 -2.400 0.0131
H 0.960 -1.681 2.608 0.0637
H 1.325 1.990 -3.101 0.0367
H -0.703 1.135 -1.397 0.1350
H -2.479 -0.430 -0.537 0.1238
H -1.526 -1.834 1.511 0.1033
```

Output
Calculated total energy ... -340.7206 a.u.
Multiplicity ... 1
E_HOMO ... -9.13 eV
SMILES ... [H]/N=C1\C=CNC1=O.[H][H]
Relative energy (zero: lowest compared OMol25 entry of this formula, charge and spin) ... 46.7 kcal per mole

---

Record 3
ORCA calculation (wB97M-V/def2-TZVPD) on the molecule C4H6N2O.

Geometry as XYZ:
```
13
Properties=species:S:1:pos:R:3:lowdin_charge:R:1
N 0.139 -1.637 -1.271 0.0705
C -0.103 -0.436 -0.577 -0.3433
C -1.153 0.428 -1.182 -0.2044
N -1.362 1.613 -0.777 0.1045
C 0.819 0.124 1.799 -0.2029
O 1.831 0.963 2.180 -0.0025
C 0.466 -0.105 0.564 0.0365
H 0.264 -1.525 -2.270 0.0813
H 0.906 -2.165 -0.875 0.0890
H -1.709 -0.046 -2.005 0.1110
H -2.123 2.037 -1.308 0.0473
H 1.708 1.161 3.115 0.0948
H 0.317 -0.411 2.607 0.1181
```

Output
Calculated total energy ... -340.6833 a.u.
Multiplicity ... 1
E_HOMO ... -8.51 eV
SMILES ... [H]/N=C/C(N)=C=CO
Relative energy (zero: lowest compared OMol25 entry of this formula, charge and spin) ... 70.0 kcal per mole

---

Record 4
ORCA calculation (wB97M-V/def2-TZVPD) on the molecule C4H6N2O at a distorted geometry.

Geometry as XYZ:
```
13
Properties=species:S:1:pos:R:3:lowdin_charge:R:1
N 2.655 -0.487 0.607 0.1387
C 1.455 -0.108 0.664 -0.3133
O 1.021 0.865 -0.189 -0.0817
C -0.046 0.475 -1.032 -0.2012
C -1.428 0.476 -0.357 -0.1454
C -1.663 -0.625 0.587 -0.2327
N -1.835 -1.501 1.323 0.1480
H 2.822 -1.180 1.333 0.0541
H 0.687 -0.464 1.362 0.1163
H 0.162 -0.504 -1.482 0.1350
H -0.068 1.218 -1.833 0.1294
H -1.581 1.426 0.164 0.1282
H -2.183 0.409 -1.147 0.1247
```

Output
Calculated total energy ... -340.7308 a.u.
Multiplicity ... 1
E_HOMO ... -10.64 eV
SMILES ... [H]/N=C/OCCC#N
Relative energy (zero: lowest compared OMol25 entry of this formula, charge and spin) ... 40.2 kcal per mole

---

Record 5
ORCA calculation (wB97M-V/def2-TZVPD) on the molecule C4H6N2O at a distorted geometry.

Geometry as XYZ:
```
13
Properties=species:S:1:pos:R:3:lowdin_charge:R:1
N 1.274 -1.502 -0.097 0.1167
C 1.556 -0.712 0.850 -0.3089
O 0.980 0.485 1.031 -0.0613
C 0.091 0.946 0.022 -0.1902
C -1.220 0.145 -0.054 -0.1554
C -1.945 0.576 -1.250 -0.2274
N -2.463 0.967 -2.207 0.1435
H 1.829 -2.349 -0.005 0.0580
H 2.287 -0.878 1.644 0.1344
H 0.601 0.943 -0.946 0.1301
H -0.128 1.978 0.305 0.1323
H -1.021 -0.929 -0.122 0.1028
H -1.841 0.329 0.828 0.1254
```

Output
Calculated total energy ... -340.7456 a.u.
Multiplicity ... 1
E_HOMO ... -10.74 eV
SMILES ... [H]/N=C/OCCC#N
Relative energy (zero: lowest compared OMol25 entry of this formula, charge and spin) ... 30.9 kcal per mole

---

Record 6
ORCA calculation (wB97M-V/def2-TZVPD) on the molecule C4H6N2O at a distorted geometry.

Geometry as XYZ:
```
13
Properties=species:S:1:pos:R:3:lowdin_charge:R:1
N -0.441 1.461 -1.458 0.1433
N 1.335 1.649 0.046 0.1411
O 0.672 2.241 -1.057 -0.1029
C -0.363 0.414 -0.721 -0.3298
C 0.691 0.556 0.258 -0.3071
C -1.277 -0.757 -0.846 -0.0287
C 0.921 -0.414 1.386 -0.0162
H -2.112 -0.540 -1.525 0.0868
H -1.686 -0.983 0.128 0.0747
H -0.727 -1.644 -1.228 0.0985
H 0.351 -0.143 2.277 0.0898
H 1.972 -0.406 1.623 0.0758
H 0.662 -1.434 1.116 0.0747
```

Output
Calculated total energy ... -340.6942 a.u.
Multiplicity ... 1
E_HOMO ... -10.65 eV
SMILES ... Cc1nonc1C
Relative energy (zero: lowest compared OMol25 entry of this formula, charge and spin) ... 63.2 kcal per mole